# 1
C18H33ClN4O8P2Si | ωB97M-V/def2-TZVPD

Structure (XYZ):
```
67
Properties=species:S:1:pos:R:3:forces:R:3:nbo_charge:R:1
C 3.65798 0.25421 0.75066 -0.7 0.4 -0.8 -1.158
Si 3.61879 0.98237 -0.98452 0.2 -1.2 -0.5 1.867
C 5.39724 1.26569 -1.55661 -0.2 0.1 0.7 -1.147
C 2.89764 -0.37387 -2.11718 0.2 0.5 0.3 -1.138
O 2.59407 2.32364 -1.17242 0.5 -0.5 0.9 -0.871
C 2.72919 3.31862 -0.17033 -0.3 0.9 -0.9 -0.082
C 1.34906 3.82527 0.37822 1.5 0.8 -0.2 -0.103
O 0.25203 3.30844 -0.39200 -0.3 -1.0 0.7 -0.483
C -0.85000 3.10930 0.32894 -1.0 0.7 0.5 0.784
O -1.18742 3.75099 1.29360 0.3 -0.3 -0.3 -0.539
C -1.78556 1.99850 -0.13836 0.7 -0.3 -0.8 -0.027
C -3.10850 2.25466 -0.44014 0.3 0.7 0.3 -0.193
C -3.91820 1.22937 -0.86246 -1.2 0.4 -0.1 0.293
C -5.39036 1.39436 -1.18744 -0.4 -1.0 -0.2 -0.556
C -6.19414 0.28333 -0.46192 -0.4 -0.5 1.4 0.776
O -6.36921 0.31448 0.72630 0.3 0.3 -1.0 -0.490
O -6.72741 -0.76988 -1.19982 0.8 0.9 -0.4 -0.715
N -3.40348 0.01751 -1.00773 0.1 -0.3 0.2 -0.423
C -2.11837 -0.30353 -0.72984 -0.7 -0.7 -0.3 -0.034
P -1.56681 -2.04443 -1.00606 2.0 -0.5 0.7 0.155
P -1.43416 -2.00586 -3.19479 -2.3 1.7 -1.1 2.080
O -2.40586 -0.98399 -3.61187 -0.2 0.2 0.2 -1.115
O -1.86001 -3.42197 -3.85431 1.8 0.5 0.6 -0.947
O 0.02404 -1.49931 -3.66385 -0.6 -1.8 0.4 -0.942
C -1.28180 0.68686 -0.26873 1.2 -0.3 0.0 0.130
C 0.16679 0.37730 0.10328 -0.5 0.6 0.2 -0.510
C 0.30720 0.51252 1.64554 -0.4 -0.3 0.5 -0.425
C -0.76059 -0.29190 2.45069 1.0 0.1 -0.4 -0.415
C -0.54361 -1.80717 2.24245 0.1 0.2 0.5 -0.228
N 0.28082 -2.29534 3.34695 0.0 -0.6 0.4 -0.700
C 0.70001 -3.66459 3.10031 -0.1 0.1 0.4 0.575
N -0.09479 -4.62757 3.33817 -0.1 0.0 -0.4 -0.701
N 2.01015 -3.82486 2.60775 -1.0 1.3 -0.4 -0.876
H 2.94332 -0.58224 0.77494 0.3 0.2 0.1 0.252
H 4.63734 -0.18540 0.96945 -0.3 0.3 0.2 0.285
H 3.33063 0.94072 1.54142 0.4 -0.2 0.0 0.240
H 5.76958 0.30577 -1.94390 -0.1 0.3 -0.2 0.245
H 5.50845 2.07895 -2.28077 0.2 -0.3 0.0 0.239
H 6.00380 1.45535 -0.65700 -0.1 0.2 -0.4 0.243
H 3.33538 -0.30498 -3.12134 -0.3 0.0 0.1 0.233
H 3.18127 -1.34001 -1.67442 -0.1 0.2 -0.1 0.239
H 1.80342 -0.29827 -2.15495 0.3 -0.1 -0.2 0.222
H 3.38086 3.03245 0.66780 -0.3 -0.2 -0.1 0.190
H 3.21646 4.18390 -0.64940 -0.1 -0.2 0.2 0.177
H 1.29558 3.59448 1.44614 -0.6 -0.1 -0.3 0.208
H 1.36163 4.91623 0.26184 -0.2 -0.2 0.2 0.199
H -3.50980 3.26074 -0.34715 0.0 -0.2 0.0 0.260
H -5.51726 1.29357 -2.27370 -0.1 0.2 0.2 0.267
H -5.80980 2.33549 -0.82596 0.4 0.0 -0.1 0.275
H -6.12761 -1.52635 -1.16361 -0.3 -0.2 0.1 0.493
H -3.99922 -0.73347 -1.33576 0.1 0.1 -0.3 0.433
H -2.58320 -2.95025 -0.62589 -0.5 0.6 -0.5 0.062
H -1.08345 -3.83217 -4.26812 -0.4 -0.4 -0.1 0.505
H 0.61914 -2.24967 -3.82674 0.5 0.4 0.1 0.507
H 0.77818 1.10218 -0.44909 0.1 -0.3 0.3 0.281
H 0.45903 -0.61659 -0.24595 -0.1 0.2 0.2 0.244
H 1.27976 0.13684 1.99815 -0.1 0.1 -0.4 0.268
H 0.24776 1.55648 1.98812 0.1 -0.1 -0.3 0.203
H -1.78849 0.04682 2.26419 0.2 -0.1 -0.1 0.185
H -0.53406 -0.08754 3.50584 -0.3 -0.1 -0.2 0.244
H -1.50801 -2.34057 2.22167 0.3 0.0 0.1 0.183
H -0.00670 -2.04696 1.30804 -0.4 0.3 -0.1 0.164
H 1.12144 -1.72609 3.45609 -0.1 0.1 -0.2 0.395
H -0.97116 -4.23180 3.68202 0.1 -0.1 0.1 0.322
H 1.90924 -3.93910 1.59765 0.3 -0.5 0.1 0.352
H 2.47389 -2.84831 2.70750 0.0 -1.8 -0.1 0.383
Cl 3.79785 -1.69334 3.16040 0.5 1.0 0.4 -0.842
```
Positions in Å, forces in eV/Å.

The HOMO energy is -7.034 eV. The value obtained for the energy is -2959.06375 Ha.


# 2
C40H69BrN3O19 | ωB97M-V/def2-TZVPD

Structure (XYZ):
```
132
Properties=species:S:1:pos:R:3:forces:R:3:mulliken_charge:R:1
C 0.06550 1.86998 -1.29220 0.1 0.0 -0.3 -1.331
C -1.44034 1.68092 -1.43615 0.2 0.3 0.6 -0.394
C -2.16567 2.19441 -0.19331 0.5 0.0 -0.3 0.794
O -3.24498 1.33564 0.14330 0.0 0.1 0.1 -0.509
C -3.95784 1.73734 1.27901 -0.6 -0.2 0.2 -0.968
C -3.37389 1.19256 2.62440 1.5 0.3 -1.2 -0.839
C -2.22258 2.03303 3.30117 -1.7 0.8 0.3 0.521
C -2.18786 3.52737 2.93803 0.6 0.2 0.7 -0.861
C -1.71521 4.43299 4.10400 0.1 0.0 -0.8 -1.105
C -0.20887 4.69910 4.10625 -0.1 -0.5 0.1 -0.527
O 0.02946 6.05315 3.79021 -0.2 -0.1 0.1 -0.548
N -1.00647 1.29153 3.02991 0.4 -0.5 0.1 0.483
C 0.09854 1.32387 4.01942 -0.3 0.1 -0.3 -0.689
C 0.25985 0.09084 4.91827 0.6 0.2 0.0 -0.643
C 1.37651 -0.88922 4.56850 -0.4 -0.3 0.4 -0.741
Br 3.09526 -0.02586 4.36162 0.0 0.0 -0.2 -0.131
C -1.32325 0.14982 2.38625 -1.1 0.5 -0.1 -0.478
N -0.43138 -0.68084 1.87569 0.5 0.0 0.4 0.148
N -2.64112 -0.02275 2.25543 0.2 -0.7 0.9 0.376
C -3.28228 -1.34013 2.28254 0.0 0.1 -0.3 -1.465
C -3.01009 -2.17105 3.54095 0.1 -0.4 -0.2 -0.961
C -1.88063 -3.21297 3.38226 -0.3 0.2 0.1 0.599
C -2.28399 -4.63291 3.78497 0.3 0.1 -0.3 -0.913
C -1.34092 -5.66212 3.17100 -0.2 -0.3 0.1 -0.426
O -0.48883 -6.20379 4.18419 0.3 -0.2 -0.2 -0.372
C 0.28308 -7.26231 3.76811 1.8 0.0 -0.1 0.701
C -0.44555 -8.54025 3.43730 -0.1 0.5 0.3 -0.864
O 1.49765 -7.15662 3.72594 -2.0 0.1 0.2 -0.577
H 0.56055 1.64702 -2.23549 0.1 0.0 0.0 0.435
H 0.32761 2.89215 -1.02747 -0.1 0.1 0.0 0.295
H 0.49021 1.20434 -0.53904 0.0 0.0 0.1 0.266
H -1.64761 0.61897 -1.55503 -0.3 0.0 -0.2 0.264
H -1.77045 2.25980 -2.29297 -0.2 -0.3 -0.3 0.195
H -2.50343 3.21376 -0.36929 -0.2 0.0 0.2 0.277
H -1.42768 2.24608 0.61166 -0.1 -0.1 0.2 -0.549
H -4.95114 1.30329 1.16855 -0.1 0.0 0.0 0.507
H -4.09115 2.81690 1.30321 0.0 0.1 0.0 0.484
H -4.17045 0.96480 3.32295 -0.1 0.1 0.1 0.509
H -2.48355 2.05641 4.36432 0.5 -0.5 0.2 0.903
H -3.18678 3.85898 2.67901 -0.1 -0.1 -0.2 0.367
H -1.50779 3.72295 2.11433 -0.3 -0.1 -0.4 0.283
H -2.05846 4.02887 5.05327 -0.1 0.1 0.2 0.306
H -2.18689 5.39776 3.93365 0.0 0.1 0.3 0.485
H 0.27511 4.05275 3.36533 0.1 0.0 -0.1 0.328
H 0.21140 4.41933 5.07845 0.1 0.2 0.1 0.356
H 0.97116 6.14773 3.64301 0.2 0.2 0.0 0.337
H -0.13533 2.16055 4.66689 -0.1 0.2 -0.1 0.149
H 1.02057 1.59181 3.51008 0.2 -0.1 0.0 0.615
H 0.51258 0.47341 5.90508 -0.1 0.0 0.1 0.424
H -0.67014 -0.46372 5.04203 -0.2 0.0 -0.1 0.125
H 1.49077 -1.57438 5.40224 0.1 0.0 0.1 0.558
H 1.16248 -1.51223 3.70915 0.2 0.1 -0.3 0.276
H 0.54360 -0.44827 1.94625 0.1 0.0 0.0 0.381
H -0.68549 -1.52253 1.39577 -0.2 -0.1 0.0 -0.085
H -3.01511 -1.90167 1.38550 0.0 -0.1 -0.1 0.520
H -4.34977 -1.16469 2.19586 -0.1 0.2 -0.1 0.671
H -3.91813 -2.73735 3.73817 -0.2 0.1 0.1 0.601
H -2.85726 -1.51762 4.39769 0.0 0.1 0.1 0.457
H -1.62749 -3.26329 2.32170 0.1 0.0 -0.1 -0.419
H -0.97878 -2.92366 3.92017 0.1 0.0 0.0 0.022
H -2.28969 -4.75975 4.86393 0.0 0.0 0.1 0.367
H -3.28909 -4.83482 3.41955 -0.1 0.0 0.0 0.526
H -0.70276 -5.22073 2.40216 0.0 0.1 -0.1 0.249
H -1.92268 -6.44502 2.68520 0.0 -0.2 0.1 0.285
H -0.97907 -8.42878 2.49685 0.0 -0.1 -0.1 0.279
H 0.26896 -9.34903 3.37813 0.1 -0.1 -0.1 0.208
H -1.18178 -8.73663 4.21277 -0.1 -0.1 0.0 0.358
C -1.42639 5.42199 -5.44397 0.1 -0.5 0.1 -1.002
C -2.30598 5.30493 -4.22824 0.1 0.1 -0.4 0.629
C -2.91829 6.60945 -3.77387 -0.1 0.1 0.0 -0.501
O -3.05330 6.40220 -2.35429 0.0 0.0 -0.1 -0.346
C -2.12063 5.50952 -1.98115 0.1 0.1 -0.2 0.652
O -1.83826 5.26144 -0.84846 0.1 -0.1 0.1 -0.606
O -1.54161 4.93286 -3.05567 -0.2 -0.1 0.1 -0.272
H -1.97927 5.85224 -6.27770 -0.1 0.0 0.0 0.415
H -0.57472 6.05704 -5.24690 -0.1 -0.1 0.1 -0.116
H -1.05342 4.43979 -5.74287 -0.1 0.0 0.0 0.351
H -3.07648 4.54191 -4.37420 0.0 0.0 0.1 0.338
H -3.88822 6.80735 -4.22131 -0.1 0.0 0.2 0.335
H -2.26115 7.46417 -3.94200 0.1 -0.1 0.0 0.253
C 3.96939 9.40389 -4.81776 -0.2 0.3 -0.1 -1.512
C 2.73757 8.58875 -4.51744 0.3 0.1 -0.1 0.621
C 2.76985 7.17190 -5.04173 0.0 -0.2 0.1 -0.541
O 1.37523 6.90338 -5.26992 0.1 0.2 -0.1 -0.313
C 0.75789 8.09317 -5.49559 0.3 0.1 0.1 0.585
O -0.35789 8.20801 -5.89262 -0.1 0.1 0.0 -0.527
O 1.58110 9.11769 -5.20274 -0.1 -0.1 0.1 -0.381
H 4.85817 8.91316 -4.42197 0.0 0.0 0.0 0.379
H 4.08518 9.54092 -5.89315 0.0 -0.1 0.0 0.365
H 3.89256 10.39441 -4.37116 0.0 0.0 0.0 0.377
H 2.52177 8.60361 -3.44595 -0.1 0.0 0.0 0.254
H 3.18117 6.45610 -4.33523 -0.1 -0.1 0.0 0.345
H 3.30114 7.08209 -5.99090 0.0 0.1 0.0 0.229
C 1.51889 3.27440 -7.77685 -0.1 0.2 0.2 -1.454
C 2.99234 3.49387 -7.54233 -0.3 -0.1 -0.1 0.534
C 3.81416 2.23103 -7.40809 0.1 0.0 -0.1 -0.529
O 4.87925 2.64974 -6.54326 -0.1 0.0 0.0 -0.353
C 4.42293 3.67977 -5.79629 -0.1 0.0 -0.1 0.603
O 4.98172 4.14177 -4.85721 0.1 0.1 0.2 -0.525
O 3.22809 4.11581 -6.26468 0.1 0.0 -0.1 -0.231
H 1.35804 2.67060 -8.66976 0.0 0.0 0.0 0.420
H 1.06610 2.77446 -6.91950 0.1 -0.1 0.0 0.318
H 1.00474 4.22656 -7.90590 0.0 0.0 -0.1 0.342
H 3.40615 4.14916 -8.31319 0.1 0.0 0.0 0.253
H 4.21313 1.87558 -8.35444 0.2 0.0 0.1 0.324
H 3.26543 1.42218 -6.91960 -0.1 0.0 0.0 0.309
C 3.87744 -9.20751 4.44042 0.2 -0.1 0.3 -1.264
C 4.63988 -10.06430 3.46260 -0.2 0.2 0.2 0.567
C 3.80909 -11.10765 2.74994 0.0 0.0 -0.2 -0.387
O 4.76530 -12.13943 2.49044 -0.1 0.0 0.0 -0.345
C 5.74235 -12.04426 3.43050 -0.1 0.1 0.0 0.583
O 6.58386 -12.85571 3.61194 0.1 -0.1 0.0 -0.510
O 5.61122 -10.88909 4.13037 0.0 0.0 -0.2 -0.361
H 3.04769 -8.69951 3.95100 0.1 0.0 0.0 0.272
H 3.49220 -9.81302 5.26269 0.0 -0.1 -0.1 0.354
H 4.53114 -8.45320 4.87788 0.0 0.0 0.0 0.343
H 5.17501 -9.43665 2.74422 0.0 -0.1 -0.1 0.221
H 3.37911 -10.74922 1.81731 0.1 -0.1 -0.1 0.293
H 3.01581 -11.51568 3.38216 0.0 0.1 0.1 0.279
C 0.14673 -4.64137 -1.12020 0.0 -0.2 0.2 -1.229
C -1.20611 -5.08308 -1.62159 0.3 0.2 0.1 0.466
C -2.26021 -3.99868 -1.63903 -0.1 0.0 -0.2 0.182
O -3.46682 -4.73716 -1.43872 0.1 0.0 0.1 -0.349
C -3.15105 -5.87825 -0.77362 0.1 0.0 0.0 0.631
O -3.93535 -6.61710 -0.28670 -0.1 -0.1 0.1 -0.507
O -1.80180 -6.04309 -0.72998 -0.1 0.1 -0.1 -0.355
H 0.52414 -3.80840 -1.71413 0.0 0.0 0.0 0.382
H 0.08559 -4.33882 -0.07165 -0.1 0.1 0.0 0.135
H 0.86549 -5.45747 -1.17631 0.0 0.0 0.0 0.358
H -1.11247 -5.55366 -2.60313 -0.1 0.0 0.0 0.291
H -2.30086 -3.45103 -2.57714 -0.1 0.0 0.0 0.349
H -2.14483 -3.28876 -0.81210 0.1 0.0 0.0 -0.315
```
Positions in Å, forces in eV/Å.

The HOMO energy is -11.852 eV. As for the total charge: +1. The value obtained for the energy is -5733.25774 Ha.


# 3
C5H8O2 | ωB97M-V/def2-TZVPD

Structure (XYZ):
```
15
Properties=species:S:1:pos:R:3:forces:R:3:nbo_charge:R:1
O -1.31996 -0.91656 0.66250 -0.1 0.0 -0.1 -0.712
C -0.91405 2.03371 -0.34325 0.1 0.0 0.0 -0.339
C 0.11648 1.43416 0.24333 -0.2 0.2 -0.1 -0.287
C -0.17254 -1.64596 0.28095 0.2 -0.4 -0.1 -0.052
C 1.15514 -0.84735 0.17381 0.0 0.0 0.0 -0.535
C 0.95105 0.47301 -0.53686 -0.1 0.0 -0.3 0.547
O 1.31764 0.68195 -1.67575 -0.1 -0.1 0.4 -0.531
H -1.70143 -0.49739 -0.11916 0.1 0.0 0.2 0.471
H -1.65630 2.58059 0.22890 0.2 0.1 -0.1 0.205
H -1.07328 1.91566 -1.41251 0.0 0.1 0.1 0.206
H 0.25249 1.45648 1.32274 -0.1 0.0 -0.2 0.218
H -0.04853 -2.39994 1.05987 0.1 -0.1 -0.2 0.185
H -0.34670 -2.16083 -0.67150 0.0 0.0 0.1 0.168
H 1.87804 -1.44738 -0.38831 -0.1 0.1 0.1 0.236
H 1.56195 -0.66016 1.17526 -0.1 0.0 -0.1 0.220
```
Positions in Å, forces in eV/Å.

The HOMO energy is -9.767 eV. The value obtained for the energy above the lowest of the compared OMol25 structures with the same formula, charge and spin is 1.466 eV. The SMILES is C=CC(=O)CCO. The value obtained for the energy is -345.75106 Ha.


# 4
C2H3N3O | ωB97M-V/def2-TZVPD

Structure (XYZ):
```
9
Properties=species:S:1:pos:R:3:forces:R:3:nbo_charge:R:1
C -1.20874 0.59145 -0.06381 2.2 -1.7 -0.7 -0.645
C 0.08744 -0.20075 0.03458 -3.9 -0.1 4.1 0.512
H -1.98363 0.02176 0.35951 -1.1 -0.4 0.6 0.242
H -0.98642 1.49233 0.43442 -0.3 1.2 0.6 0.242
H -1.34256 0.75139 -1.11631 -0.5 0.3 -0.4 0.235
N 0.54990 -0.99404 0.97016 -1.5 -0.7 -0.3 -0.332
N 1.78912 -1.22927 0.54343 1.7 -1.4 2.5 -0.046
N 2.10781 -0.53649 -0.42076 1.5 -0.8 -0.7 0.061
O 0.98707 0.10363 -0.74123 1.8 3.5 -5.6 -0.269
```
Positions in Å, forces in eV/Å.

The HOMO energy is -11.318 eV. The value obtained for the energy above the lowest of the compared OMol25 structures with the same formula, charge and spin is 2.768 eV. The SMILES is Cc1nnno1. The value obtained for the energy is -317.43060 Ha.


Which of these has the lowest energy? C40H69BrN3O19


The highest energy belongs to which entry? C2H3N3O